Molecular formula: C10H11NO3
Method: DFT, ωB97M-V/def2-TZVPD

The geometry in XYZ format:
```
25
Properties=species:S:1:pos:R:3:nbo_charge:R:1
C 2.641 -0.101 2.452 -0.724
C 2.738 -1.479 1.794 0.678
C 0.552 -1.002 0.515 0.087
C -0.707 -1.294 0.977 -0.202
C -1.871 -0.747 0.565 -0.271
C -1.827 0.186 -0.502 0.315
C -2.915 1.645 -1.920 0.230
C -0.564 1.379 -2.355 -0.106
C -0.515 0.447 -1.108 -0.066
C 0.675 0.003 -0.498 -0.216
H 3.145 -0.156 3.450 0.246
H 3.174 0.789 1.891 0.238
H 1.588 0.134 2.514 0.221
H 1.867 -2.697 0.446 0.414
H -0.540 -2.117 1.775 0.230
H -2.851 -1.057 0.915 0.234
H -3.807 1.736 -2.407 0.179
H -2.847 2.573 -1.438 0.138
H -0.229 2.358 -1.966 0.183
H -0.033 1.003 -3.319 0.222
H 1.744 0.304 -0.835 0.234
N 1.743 -1.773 0.922 -0.642
O 3.686 -2.242 2.021 -0.625
O -2.941 0.660 -0.977 -0.473
O -1.903 1.447 -2.912 -0.525
```

ΔE to the lowest compared entry with this formula, charge and spin, kJ/mol: 243.0
Kohn-Sham gap, eV: 9.380
Multiplicity: 1
Structure (SMILES): CC(=O)Nc1ccc2c(c1)COCO2

=====

Molecular formula: C8H19B2O8P
Method: DFT, ωB97M-V/def2-TZVPD

The geometry in XYZ format:
```
38
Properties=species:S:1:pos:R:3:nbo_charge:R:1
C -1.269 2.176 1.328 -0.638
C 0.213 1.941 1.017 -0.069
O 0.406 0.687 0.329 -0.746
B 0.625 -0.383 1.170 0.813
C -0.579 -1.251 1.792 -1.235
P -1.816 -1.860 0.629 2.360
O -1.735 -1.313 -0.732 -1.083
O -1.673 -3.475 0.619 -0.980
O -3.272 -1.614 1.317 -0.983
B 2.239 -0.739 1.677 0.901
O 3.297 -0.895 0.791 -0.941
O 2.459 -0.875 3.049 -0.751
C 2.980 -2.129 3.484 -0.251
H -1.852 1.827 0.470 0.233
H -1.463 3.250 1.425 0.222
H -1.598 1.666 2.239 0.185
H 0.551 2.734 0.350 0.226
H 0.822 1.976 1.933 0.158
H -1.056 -0.598 2.541 0.274
H -0.188 -2.112 2.347 0.262
H -2.109 -3.877 1.373 0.498
H -3.201 -1.409 2.248 0.497
H 3.895 -0.153 0.765 0.509
H 4.036 -2.239 3.219 0.183
H 2.888 -2.171 4.572 0.190
H 2.423 -2.971 3.057 0.167
O -0.202 3.027 -1.769 -0.595
C -0.231 2.207 -2.642 0.808
O 0.841 1.983 -3.437 -0.493
C 0.516 1.021 -4.454 -0.069
C -0.673 0.246 -3.902 -0.430
C -1.371 1.305 -3.054 -0.535
H 0.271 1.564 -5.370 0.172
H 1.394 0.405 -4.634 0.195
H -1.296 -0.188 -4.681 0.218
H -0.327 -0.559 -3.255 0.230
H -2.081 1.900 -3.633 0.229
H -1.864 0.894 -2.178 0.270
```

Kohn-Sham gap, eV: 9.071
Multiplicity: 1
Structure (SMILES): CCOB(CP(=O)(O)O)B(O)OC.O=C1CCCO1

=====

Molecular formula: C5H10O
Method: DFT, ωB97M-V/def2-TZVPD

The geometry in XYZ format:
```
16
Properties=species:S:1:pos:R:3:nbo_charge:R:1
C 1.118 1.622 1.155 -0.248
O -0.019 1.248 0.413 -0.542
C 0.148 -1.134 0.369 -0.198
C -0.799 -2.065 0.365 -0.385
C 0.159 0.134 -0.456 0.061
C -0.938 0.217 -1.503 -0.623
H 0.790 1.934 2.151 0.190
H 1.642 2.461 0.675 0.171
H 1.833 0.798 1.279 0.166
H 0.983 -1.243 1.063 0.195
H -1.661 -2.013 -0.296 0.194
H -0.753 -2.916 1.039 0.201
H 1.137 0.219 -0.963 0.169
H -0.857 1.165 -2.042 0.222
H -1.923 0.180 -1.027 0.215
H -0.861 -0.606 -2.221 0.213
```

ΔE to the lowest compared entry with this formula, charge and spin, kJ/mol: 135.8
Kohn-Sham gap, eV: 10.742
Multiplicity: 1
Structure (SMILES): C=C[C@@H](C)OC